[1]
Here is a 15-piece molecular cluster, C27H55BCl28NO3S overall at a distorted geometry from the Open Molecules 2025 dataset. Energies are from ωB97M-V with the def2-TZVPD basis set.

Each line ends with the Löwdin spin population.
Cartesian coordinates (Å):
1 C 1.25 -3.91 -0.70  0.00
2 C 0.54 -3.46 0.61  0.00
3 S 0.04 -1.67 0.60  0.00
4 C -1.79 -1.74 0.73  0.00
5 C -2.55 -1.42 -0.61  0.00
6 B -2.31 0.15 -0.86  0.00
7 O -2.86 0.79 -2.01  0.00
8 O -1.61 0.98 0.04  0.00
9 C -0.37 1.46 -0.51  0.00
10 C -2.00 -2.20 -1.86  0.00
11 C -3.01 -3.05 -2.70  0.03
12 C -2.43 -4.50 -2.84  0.02
13 C -2.98 -2.47 -4.18  0.01
14 N -4.41 -3.00 -2.28  0.36
15 O -5.14 -3.90 -2.84  0.53
16 C -4.62 -2.94 -0.82  0.03
17 C -6.18 -2.91 -0.60  0.00
18 C -4.11 -4.18 -0.03  0.02
19 C -4.09 -1.58 -0.32  0.00
20 H 1.97 -4.71 -0.46  0.00
21 H 0.50 -4.37 -1.38  0.00
22 H 1.71 -3.09 -1.26  0.00
23 H 1.13 -3.64 1.52  0.00
24 H -0.39 -4.06 0.71  0.00
25 H -2.06 -2.72 1.17  0.00
26 H -2.08 -0.98 1.49  0.00
27 H -2.29 0.69 -2.77  0.00
28 H -0.48 2.44 -1.00  0.00
29 H 0.05 0.69 -1.19  0.00
30 H 0.37 1.57 0.30  0.00
31 H -1.15 -2.86 -1.59  0.00
32 H -1.55 -1.44 -2.54  0.00
33 H -2.19 -4.92 -1.85  0.00
34 H -1.45 -4.38 -3.35  0.00
35 H -3.08 -5.16 -3.44  0.00
36 H -3.27 -3.31 -4.84  0.00
37 H -1.96 -2.16 -4.48  0.00
38 H -3.72 -1.66 -4.24  0.00
39 H -6.67 -2.33 -1.41  0.00
40 H -6.60 -3.93 -0.63  0.00
41 H -6.40 -2.49 0.40  0.00
42 H -4.53 -4.18 0.99  0.00
43 H -4.41 -5.13 -0.51  0.00
44 H -3.01 -4.18 0.01  0.00
45 H -4.67 -0.72 -0.71  0.00
46 H -4.21 -1.55 0.79  0.00
47 C 5.29 -3.81 -0.19  0.00
48 Cl 4.18 -4.39 1.06  0.00
49 Cl 4.60 -2.43 -1.06  0.00
50 H 6.21 -3.49 0.28  0.00
51 H 5.48 -4.61 -0.89  0.00
52 C -1.86 3.70 -4.08  0.00
53 Cl -1.50 4.96 -5.26  0.00
54 Cl -0.93 2.23 -4.41  0.00
55 H -1.60 4.06 -3.09  0.00
56 H -2.92 3.46 -4.13  0.00
57 C 7.78 -0.08 -1.11  0.00
58 Cl 8.27 -1.65 -1.76  0.00
59 Cl 8.29 0.11 0.57  0.00
60 H 8.24 0.71 -1.70  0.00
61 H 6.70 0.00 -1.16  0.00
62 C 0.10 0.52 4.35  0.00
63 Cl -0.93 -0.92 4.49  0.00
64 Cl 1.57 0.16 3.45  0.00
65 H -0.46 1.29 3.82  0.00
66 H 0.37 0.86 5.35  0.00
67 C 2.41 0.85 -4.48  0.00
68 Cl 1.46 -0.56 -3.99  0.00
69 Cl 4.00 0.86 -3.70  0.00
70 H 2.55 0.82 -5.56  0.00
71 H 1.88 1.75 -4.21  0.00
72 C 4.41 -0.98 6.40  0.00
73 Cl 5.26 -2.23 5.49  0.00
74 Cl 2.66 -1.12 6.22  0.00
75 H 4.67 -1.07 7.45  0.00
76 H 4.72 0.00 6.03  0.00
77 C -0.10 2.67 8.35  0.00
78 Cl 0.75 1.41 7.45  0.00
79 Cl -1.85 2.53 8.16  0.00
80 H 0.15 2.58 9.41  0.00
81 H 0.21 3.64 7.98  0.00
82 C -2.60 7.86 -3.07  0.00
83 Cl -4.25 7.66 -3.66  0.00
84 Cl -2.11 6.52 -2.03  0.00
85 H -1.93 7.91 -3.92  0.00
86 H -2.54 8.78 -2.50  0.00
87 C 0.51 4.22 12.20  0.00
88 Cl 1.36 2.96 11.29  0.00
89 Cl -1.24 4.08 11.99  0.00
90 H 0.75 4.12 13.25  0.00
91 H 0.83 5.19 11.83  0.00
92 C 2.51 3.62 1.99  0.00
93 Cl 3.18 3.56 0.36  0.00
94 Cl 0.85 4.23 1.98  0.00
95 H 2.51 2.62 2.41  0.00
96 H 3.12 4.28 2.60  0.00
97 C -4.13 2.90 0.64  0.00
98 Cl -4.86 2.25 2.11  0.00
99 Cl -5.34 3.64 -0.42  0.00
100 H -3.40 3.66 0.92  0.00
101 H -3.64 2.10 0.10  0.00
102 C 5.56 -0.77 -6.85  0.00
103 Cl 6.03 -1.21 -5.21  0.00
104 Cl 4.71 0.78 -6.89  0.00
105 H 6.46 -0.70 -7.46  0.00
106 H 4.91 -1.55 -7.25  0.00
107 C 6.94 2.35 -9.32  0.00
108 Cl 7.32 3.59 -10.51  0.00
109 Cl 7.87 0.87 -9.59  0.00
110 H 7.16 2.73 -8.32  0.00
111 H 5.88 2.11 -9.39  0.00
112 C -4.53 -0.83 5.73  0.00
113 Cl -5.68 -2.16 5.90  0.00
114 Cl -5.36 0.72 5.50  0.00
115 H -3.92 -0.77 6.63  0.00
116 H -3.90 -1.00 4.87  0.00

## Properties
Spin multiplicity: 2
Frontier orbital gap (alpha / beta): 8.5 / 8.5 eV
LUMO energy (alpha / beta): 0.007 / 0.007 hartree
HOMO (alpha / beta): -8.271 / -8.276 eV
Strongest force on any atom: 2.91 eV Å⁻¹


[2]
Here is a 3-piece molecular cluster, C4H12N4 overall at a distorted geometry from the Open Molecules 2025 dataset. Energies are from ωB97M-V with the def2-TZVPD basis set.

Each line ends with the Mulliken charge.
Cartesian coordinates (Å):
1 C -2.28 -0.68 3.41  0.06
2 C -4.70 -1.24 -0.23  -0.91
3 C 5.66 0.46 -0.39  -0.58
4 C -3.95 0.05 -0.31  0.21
5 N -2.24 0.09 2.56  -0.38
6 N 5.31 -0.16 -1.57  0.02
7 N 5.53 0.44 -2.60  0.00
8 N -3.61 0.78 0.71  -0.26
9 H -2.38 -1.23 4.25  0.36
10 H -4.81 -1.66 0.77  0.32
11 H -5.69 -1.07 -0.78  0.32
12 H -4.20 -2.02 -0.85  0.32
13 H 6.41 1.34 -0.49  0.38
14 H 4.81 0.58 0.27  0.29
15 H 6.07 -0.34 0.24  0.30
16 H -3.41 0.52 -1.20  0.32
17 H -4.14 0.84 1.60  0.39
18 H 5.03 0.14 -3.38  0.29
19 H 5.90 1.41 -2.63  0.31
20 H -3.31 1.75 0.62  0.24

## Properties
Frontier orbital gap: 10.0 eV
LUMO energy: -0.297 hartree
Net charge: +2
HOMO: -18.049 eV
Strongest force on any atom: 3.74 eV Å⁻¹